Entry 1:
# C4H8OS2

A single C4H8OS2 molecule at a distorted geometry (ωB97M-V/def2-TZVPD, the OMol25 dataset).

XYZ file:
```
15
Properties=species:S:1:pos:R:3:nbo_charge:R:1
H 0.0244 -1.5986 1.2425 0.221
H -0.1090 -0.0193 -2.3412 0.109
C -0.5217 -1.4693 0.3054 -0.489
H -1.2602 -2.2348 0.0917 0.239
H -0.9797 2.6614 1.8575 0.225
S -0.1448 1.7972 -0.1611 0.082
C 0.0304 2.4764 1.4973 -0.743
H 1.2545 -0.4475 -0.3689 0.237
C 0.2797 -1.0439 -2.1255 0.435
O -0.0616 -1.8988 -2.9015 -0.505
H 0.5984 3.4003 1.3723 0.225
H 0.5355 1.8055 2.1825 0.221
C 0.6378 -1.2922 -0.6813 -0.529
S -1.4917 0.0867 0.6603 0.039
H 1.2080 -2.2232 -0.6300 0.232
```

Summary:
**F_max**: 3.200 eV/A
**Gap between HOMO and LUMO**: 8.35 eV
**Energy relative to the best compared isomer or geometry (same formula, charge and spin)**: 133.9 kJ/mol
**SMILES string**: CSSCCC=O
**Energy**: -27994.3133 eV
**E_LUMO**: -0.50 eV

=====

Entry 2:
# C4H8OSe

A single C4H8OSe molecule at a distorted geometry (ωB97M-V/def2-TZVPD, the OMol25 dataset).

XYZ file:
```
14
Properties=species:S:1:pos:R:3:nbo_charge:R:1
H 1.7145 -1.6148 1.3014 0.110
C 1.3437 -1.2139 0.2685 0.398
H -1.6491 0.3084 -0.2238 0.214
C -0.0811 -1.0754 0.1832 -0.402
H 1.1109 1.6527 0.3730 0.215
H -0.3319 2.3506 -0.0892 0.218
Se -0.6356 -2.7294 -0.9068 0.060
H 0.4995 -2.6958 -1.6614 0.074
C 0.1135 1.5080 0.4528 -0.616
O 2.1503 -0.8147 -0.5282 -0.530
C -0.5084 0.3272 -0.3254 -0.409
H -0.0314 1.5449 1.4787 0.206
H -0.2535 0.4050 -1.4440 0.229
H -0.6411 -1.3772 1.0826 0.233
```

Summary:
**F_max**: 3.888 eV/A
**Gap between HOMO and LUMO**: 9.48 eV
**Energy relative to the best compared isomer or geometry (same formula, charge and spin)**: 50.3 kJ/mol
**SMILES string**: CC[C@@H]([SeH])C=O
**Energy**: -71669.8869 eV
**E_LUMO**: 0.27 eV

=====

Entry 3:
# C4H8S

C4H8S as an isolated structure at a distorted geometry (ωB97M-V/def2-TZVPD, the OMol25 dataset).

XYZ file:
```
13
Properties=species:S:1:pos:R:3:nbo_charge:R:1
C -1.7204 0.2657 -0.0244 -0.271
H -2.7198 -1.2028 -1.0071 0.247
C -0.5059 -0.1219 0.4570 -0.204
C 0.8430 0.8651 0.1397 -0.569
C -3.1332 -0.3281 -0.1066 -0.666
H 2.6604 -0.4147 1.2229 0.139
H -1.7928 1.4168 -0.4185 0.206
H 0.6926 1.4205 -0.8494 0.231
S 2.1697 -0.3296 -0.2409 -0.052
H 1.3144 1.5856 0.9412 0.242
H -4.1244 0.4472 -0.7039 0.229
H -0.0585 -1.4115 0.9121 0.221
H -3.5884 -0.6518 0.9623 0.248
```

Summary:
**F_max**: 4.976 eV/A
**Gap between HOMO and LUMO**: 9.64 eV
**Energy relative to the best compared isomer or geometry (same formula, charge and spin)**: 505.9 kJ/mol
**Energy**: -15107.1421 eV
**E_LUMO**: 0.77 eV